[1]
Here is the molecule C3N2O5S2 from the Open Molecules 2025 dataset. Energies are from the ωB97M-V functional and the def2-TZVPD basis.

Values from the calculation:
expectation value of S²: 2.027
multiplicity: 3
LUMO (spin up / spin down): 0.041 / -3.352 eV
max |F|: 3.07 eV/A

Geometry as XYZ:
```
12
Properties=species:S:1:pos:R:3:forces:R:3:lowdin_spin:R:1
S -1.796377 0.810664 -1.660473 -0.2 0.2 -0.1 0.57
S -0.074292 1.148854 -2.366431 0.1 0.2 -0.1 0.35
C 1.169658 1.693187 -0.067624 -0.1 0.0 0.1 0.00
O 0.810024 2.136487 -1.276388 -0.2 0.0 -0.5 0.03
N -0.707721 -1.546285 0.068612 2.1 1.6 -0.5 0.49
O 0.052737 -1.369173 1.218519 -2.1 -2.2 0.1 0.10
C 0.894717 -0.345553 1.215478 1.4 2.6 -1.0 0.01
O 1.661867 -0.121023 2.083075 -0.4 -0.5 0.0 0.03
C -1.746614 -2.284335 0.095655 -0.1 -0.4 1.1 0.06
O 0.729284 0.405643 0.061323 -0.1 -1.0 0.7 0.01
O 1.737170 2.344885 0.729027 0.2 0.2 0.3 0.00
N -2.730452 -2.873351 -0.100773 -0.7 -0.5 -0.1 0.35
```
Forces are in eV/Å.

---

[2]
Here is a cluster of 2 separate species, C3N4O2 in total from the Open Molecules 2025 dataset. Energies are from the ωB97M-V functional and the def2-TZVPD basis.

Values from the calculation:
expectation value of S²: 2.037
multiplicity: 3
LUMO (spin up / spin down): -1.880 / -3.427 eV
max |F|: 5.15 eV/A

Geometry as XYZ:
```
9
Properties=species:S:1:pos:R:3:forces:R:3:lowdin_spin:R:1
N -0.960100 -0.021676 -1.464032 -1.4 -3.7 -3.3 0.41
N 1.013908 -2.132676 0.695798 -0.5 -0.1 0.0 -0.02
C -0.205937 1.254349 0.421522 -2.4 1.3 -1.0 0.34
C 0.854963 1.020399 1.145704 1.4 -0.4 1.3 0.11
O -1.544964 -0.398326 -2.484111 1.2 0.9 2.0 0.47
N -0.374508 -0.577044 -0.573606 0.3 0.8 0.6 0.03
O -1.062725 1.696520 -0.273679 0.8 1.8 1.4 0.25
N 1.653757 0.591483 1.899843 0.2 0.3 -0.1 0.39
C 0.242393 -1.504184 0.104001 0.6 -1.0 -0.9 0.03
```
Forces are in eV/Å.

---

[3]
Here is a cluster of 2 separate species, C3N8O in total from the Open Molecules 2025 dataset. Energies are from the ωB97M-V functional and the def2-TZVPD basis.

Values from the calculation:
total charge: -2
multiplicity: 1
LUMO (spin up / spin down): 6.465 / 6.552 eV
max |F|: 3.42 eV/A

Geometry as XYZ:
```
12
Properties=species:S:1:pos:R:3:forces:R:3:nbo_charge:R:1
N -3.241390 0.530453 -0.937806 -1.7 -0.4 -1.2 -0.18
O -0.577235 0.958781 2.416442 -0.2 -1.7 -3.0 -0.56
N 1.867666 -0.634467 -1.137651 -1.6 1.1 1.2 -0.45
C 1.673633 -0.131096 0.086032 -1.4 0.4 1.6 0.26
C -0.601532 0.351827 1.351874 1.6 1.4 1.9 0.60
N -2.621298 1.078135 0.042596 1.9 -0.4 0.6 -0.30
N 2.796053 0.154729 0.777073 -1.7 -0.8 -0.5 -0.47
C -1.610233 0.173145 0.346913 -2.1 -0.5 -0.8 -0.03
N 3.719548 -0.233892 -0.098886 1.5 1.1 0.1 -0.21
N -2.801738 -0.712885 -1.224952 1.0 1.3 1.7 -0.18
N 3.169214 -0.598071 -1.210065 2.1 -1.5 -1.5 -0.20
N -1.772686 -0.936657 -0.411568 0.6 0.1 -0.1 -0.27
```
Forces are in eV/Å.